{"formula": "C6H8", "method": "ωB97M-V with the def2-TZVPD basis set", "elements": ["C", "C", "C", "C", "C", "C", "H", "H", "H", "H", "H", "H", "H", "H"], "xyz": [[-1.7136, -0.8115, -0.7902], [-0.9614, -0.4407, 0.2561], [0.3636, 0.2009, 0.1941], [1.5610, -0.6965, 0.0617], [0.5047, 1.4132, 0.9621], [0.4183, 1.5286, -0.3610], [-2.6765, -1.2895, -0.6435], [-1.3808, -0.6442, -1.8097], [-1.3481, -0.6499, 1.2533], [1.6956, -1.2920, 0.9721], [2.4893, -0.1382, -0.1107], [1.4359, -1.3890, -0.7786], [-0.1140, 1.9986, 1.6248], [-0.2740, 2.2103, -0.8303]], "forces_ev_per_angstrom": [[0.564, 0.296, 0.638], [-1.250, -1.324, -0.571], [0.636, -2.284, -0.240], [0.428, -0.853, -0.148], [-0.586, 2.037, -0.668], [-0.590, 1.964, 0.967], [0.095, 0.088, -0.041], [-0.038, -0.016, 0.035], [0.058, 0.073, 0.003], [-0.026, -0.019, -0.120], [-0.348, 0.073, 0.115], [0.004, 0.033, 0.107], [0.565, -0.093, 0.724], [0.487, 0.027, -0.801]], "nbo_charge": [-0.387, -0.185, -0.149, -0.588, -0.186, -0.174, 0.201, 0.194, 0.203, 0.206, 0.218, 0.207, 0.219, 0.220], "lumo_energy_ev": 0.8, "charge": 0, "orbital_gap_ha": 0.3764, "homo_energy_ev": -9.446, "e_above_lowest_kj_mol": 324.9, "smiles": "C=CC1(C)C=C1"}